Computed, not measured: 14 unconnected molecules or ions with the total composition C52H136Cl4O44P8, with ωB97M-V/def2-TZVPD.

Output
electronic energy: -9945.3741 a.u.

Last column: Mulliken charge in e.
Positions of all 244 atoms, in Å:
Cl  -4.131  -4.221  0.944  -0.183
C  -4.453  -2.548  1.337  0.380
C  -4.773  -1.726  0.091  -0.330
Cl  -3.506  -1.907  -1.161  -0.018
H  -3.576  -2.180  1.869  -0.744
H  -5.291  -2.408  2.020  0.543
H  -4.693  -0.685  0.405  -0.181
H  -5.758  -1.904  -0.341  0.558
Cl  1.636  -1.705  -4.473  -0.254
C  0.876  -1.528  -2.839  1.269
C  -0.239  -0.406  -2.828  1.298
Cl  -1.686  -0.808  -3.872  -0.205
H  1.659  -1.428  -2.088  -0.654
H  0.341  -2.447  -2.601  -0.229
H  0.131  0.556  -3.181  -0.578
H  -0.499  -0.322  -1.772  -0.598
C  -2.763  5.571  -2.909  0.290
O  -2.173  6.554  -2.081  -0.422
P  -0.665  6.337  -1.463  1.016
O  -0.449  5.053  -0.794  -0.146
O  0.407  6.720  -2.669  -0.587
C  0.754  5.789  -3.583  -0.400
O  -0.520  7.654  -0.494  -0.492
C  -1.374  7.845  0.593  -0.461
H  -2.159  4.698  -3.153  -0.138
H  -3.198  6.035  -3.795  0.420
H  -3.634  5.199  -2.371  -0.377
H  1.838  5.671  -3.599  0.167
H  0.586  6.216  -4.571  0.314
H  0.169  4.875  -3.485  -0.060
H  -1.204  7.089  1.360  0.089
H  -2.425  7.810  0.308  0.190
H  -1.181  8.821  1.037  0.331
C  -3.118  0.884  -6.694  -0.206
O  -1.894  1.544  -6.921  -0.315
P  -1.435  2.871  -6.056  -0.075
O  -1.743  2.858  -4.587  0.863
O  -2.088  4.098  -6.954  -0.369
C  -2.175  3.989  -8.400  -0.885
O  0.157  3.058  -6.414  -0.442
C  1.125  2.259  -5.745  -0.129
H  -3.744  1.171  -7.539  0.346
H  -3.599  1.348  -5.833  -0.190
H  -3.023  -0.195  -6.577  0.212
H  -1.698  3.134  -8.880  0.336
H  -1.542  4.797  -8.766  0.335
H  -3.112  4.131  -8.937  0.298
H  1.720  2.865  -5.062  -0.011
H  1.840  1.823  -6.443  0.248
H  0.674  1.383  -5.279  0.090
C  -4.637  1.199  -3.395  0.106
O  -5.186  2.470  -3.784  -0.203
P  -6.252  3.200  -2.854  0.726
O  -7.396  2.340  -2.403  -0.778
O  -6.703  4.490  -3.677  -0.298
C  -7.682  5.409  -3.190  -0.678
O  -5.351  3.807  -1.615  0.112
C  -5.318  3.113  -0.411  -0.443
H  -5.170  0.366  -3.854  0.388
H  -4.684  1.071  -2.314  -0.204
H  -3.579  1.037  -3.598  -0.346
H  -8.625  5.082  -3.629  0.283
H  -7.414  6.387  -3.589  0.245
H  -7.859  5.377  -2.115  0.284
H  -4.286  3.162  -0.063  -0.260
H  -5.495  2.038  -0.415  0.456
H  -5.937  3.532  0.382  0.330
C  2.595  -6.448  1.137  -0.926
O  1.217  -6.775  1.369  -0.053
P  0.572  -6.892  2.829  0.569
O  0.647  -5.625  3.631  -0.294
O  -0.916  -7.427  2.458  -0.265
C  -2.090  -6.822  3.027  -0.631
O  1.290  -8.237  3.440  -0.337
C  2.152  -8.092  4.607  -0.667
H  2.739  -6.017  0.146  0.352
H  3.248  -7.321  1.142  0.424
H  2.937  -5.778  1.925  0.223
H  -2.482  -5.985  2.448  0.115
H  -1.995  -6.537  4.074  0.325
H  -2.920  -7.525  3.086  0.406
H  3.212  -8.186  4.369  0.257
H  1.925  -9.003  5.160  0.241
H  1.838  -7.196  5.142  0.311
C  8.017  -0.255  -4.471  -1.030
O  6.834  -0.313  -3.660  0.043
P  5.557  -1.237  -4.020  0.505
O  5.741  -2.694  -3.867  -0.750
O  4.352  -0.516  -3.188  0.534
C  4.419  -0.463  -1.767  1.069
O  5.195  -0.797  -5.561  -0.429
C  4.687  0.474  -5.860  -0.384
H  8.074  0.701  -4.992  0.328
H  8.089  -0.901  -5.347  0.365
H  8.930  -0.418  -3.897  0.289
H  4.149  0.518  -1.377  -0.243
H  5.379  -0.694  -1.305  -0.333
H  3.719  -1.152  -1.293  -0.701
H  3.659  0.327  -6.193  0.191
H  5.252  0.775  -6.743  0.440
H  4.813  1.286  -5.144  -0.013
C  3.338  -1.219  8.895  -0.680
O  3.540  -0.438  7.701  -0.302
P  3.060  -0.982  6.298  1.095
O  3.928  -1.975  5.654  -0.750
O  1.512  -1.388  6.493  -0.365
C  0.820  -1.794  5.406  -0.315
O  2.829  0.382  5.548  -0.333
C  2.948  0.473  4.120  -0.218
H  4.277  -1.634  9.262  0.271
H  2.645  -2.046  8.739  0.298
H  2.931  -0.539  9.643  0.263
H  0.326  -2.739  5.630  0.121
H  1.461  -2.000  4.549  0.311
H  0.125  -1.026  5.066  0.135
H  1.972  0.744  3.720  0.000
H  3.262  -0.477  3.686  0.083
H  3.620  1.237  3.730  0.369
C  2.069  2.690  -1.047  -0.289
O  2.559  2.760  -2.364  0.841
P  3.986  3.591  -2.663  0.080
O  3.991  5.039  -2.224  -0.727
O  5.199  2.688  -1.977  -0.201
C  6.565  2.862  -2.343  -0.564
O  4.118  3.417  -4.288  0.323
C  3.985  4.492  -5.169  -0.860
H  1.084  3.150  -0.979  -0.539
H  2.787  3.081  -0.327  0.581
H  1.902  1.650  -0.766  0.126
H  6.591  3.720  -3.016  0.385
H  6.925  2.068  -2.998  0.049
H  7.163  2.921  -1.433  0.250
H  3.508  4.318  -6.134  0.317
H  4.949  4.928  -5.429  0.286
H  3.348  5.280  -4.766  0.358
C  7.065  -1.870  3.504  -0.575
O  7.814  -2.806  2.737  -0.376
P  8.049  -2.638  1.123  0.598
O  9.047  -3.573  0.501  -0.718
O  6.531  -2.673  0.543  0.219
C  5.864  -3.895  0.160  -0.988
O  8.357  -1.075  0.880  -0.377
C  8.387  -0.570  -0.433  -0.423
H  6.068  -2.250  3.728  0.245
H  6.929  -0.881  3.067  0.259
H  7.606  -1.629  4.420  0.345
H  5.323  -3.773  -0.778  0.266
H  5.194  -4.185  0.971  0.368
H  6.589  -4.705  0.092  0.450
H  8.620  -1.315  -1.194  0.345
H  9.181  0.175  -0.384  0.376
H  7.437  -0.080  -0.647  -0.024
C  -1.377  -4.993  -2.190  -0.149
O  -2.281  -5.966  -1.660  -0.435
C  -1.741  -6.695  -0.642  0.272
C  -0.696  -7.779  -1.137  -0.653
O  -1.188  -8.599  -2.194  -0.318
C  -0.340  -9.755  -2.478  -0.519
C  -0.944  -10.309  -3.730  -0.399
O  -0.333  -11.571  -4.156  -0.340
C  -0.592  -11.883  -5.525  -0.710
H  -1.787  -4.601  -3.121  0.376
H  -0.427  -5.421  -2.511  0.337
H  -1.185  -4.212  -1.454  -0.300
H  -2.533  -7.153  -0.049  0.319
H  -1.262  -6.086  0.124  -0.224
H  -0.397  -8.356  -0.263  0.470
H  0.231  -7.289  -1.434  0.213
H  -0.501  -10.501  -1.700  0.299
H  0.730  -9.558  -2.535  0.301
H  -0.710  -9.525  -4.451  0.318
H  -2.019  -10.423  -3.590  0.295
H  -1.644  -12.103  -5.705  0.291
H  -0.091  -12.785  -5.876  0.267
H  -0.271  -11.080  -6.187  0.309
C  -6.470  9.644  0.034  -0.859
O  -6.051  8.266  0.142  -0.181
C  -5.468  7.959  1.462  -0.799
C  -5.131  6.423  1.543  0.082
O  -4.143  6.104  2.555  -0.419
C  -3.923  4.680  2.658  0.437
C  -3.101  4.372  3.959  0.082
O  -1.794  4.924  3.946  -0.441
C  -0.913  4.470  2.905  -0.200
H  -7.082  9.709  -0.866  0.238
H  -5.649  10.358  0.079  0.298
H  -7.199  9.826  0.824  0.350
H  -6.075  8.248  2.320  0.455
H  -4.602  8.587  1.671  0.362
H  -4.620  6.123  0.629  -0.077
H  -6.081  5.896  1.627  0.310
H  -3.334  4.440  1.772  -0.604
H  -4.873  4.150  2.591  0.478
H  -3.103  3.303  4.170  -0.212
H  -3.635  4.785  4.814  0.353
H  -0.498  3.498  3.169  0.010
H  -0.030  5.101  3.011  0.351
H  -1.238  4.542  1.867  0.047
C  -1.699  2.425  -1.373  0.848
O  -1.262  1.699  -0.186  0.345
C  -2.276  1.185  0.607  0.459
C  -1.697  0.324  1.736  -0.231
O  -0.951  -0.702  1.091  0.949
C  -0.398  -1.709  1.966  0.712
C  0.256  -2.763  1.084  0.250
O  1.384  -2.236  0.389  -0.132
C  2.634  -2.163  1.132  0.177
H  -0.839  2.740  -1.963  -0.240
H  -2.433  3.202  -1.158  -0.385
H  -2.160  1.721  -2.066  -0.227
H  -3.007  0.764  -0.082  -0.324
H  -2.807  2.020  1.065  -0.709
H  -2.457  -0.112  2.385  -0.442
H  -1.033  0.896  2.383  0.172
H  -1.241  -2.000  2.593  -0.138
H  0.453  -1.266  2.483  -0.590
H  -0.494  -3.052  0.348  -0.598
H  0.425  -3.741  1.534  -0.211
H  2.628  -1.304  1.803  0.124
H  3.516  -2.016  0.508  -0.326
H  2.761  -3.096  1.680  0.106
C  -2.168  -3.724  4.913  -1.154
O  -2.191  -2.295  5.034  0.211
C  -3.486  -1.762  5.379  -0.758
C  -3.406  -0.204  5.448  0.438
O  -2.566  0.300  6.460  -0.440
C  -2.162  1.649  6.340  -0.021
C  -1.345  2.238  7.505  -1.021
O  0.011  1.763  7.704  -0.109
C  0.700  2.475  8.710  -0.786
H  -2.963  -4.077  4.255  0.469
H  -2.300  -4.193  5.888  0.460
H  -1.200  -4.019  4.509  0.190
H  -3.835  -2.119  6.348  0.381
H  -4.226  -2.038  4.628  0.333
H  -4.352  0.336  5.465  0.540
H  -3.000  0.149  4.500  -0.519
H  -3.102  2.201  6.355  0.421
H  -1.657  1.870  5.399  0.093
H  -1.858  2.088  8.455  0.410
H  -1.447  3.317  7.395  0.421
H  1.751  2.197  8.635  0.136
H  0.356  2.096  9.672  0.327
H  0.476  3.534  8.584  0.355